Formula: C10H11BeNO5
Source: the OMol25 dataset
Level of theory: ωB97M-V/def2-TZVPD

As for the net charge: +2. As for the LUMO energy: -9.682 eV. For the HOMO energy, the calculation gives -17.776 eV. The calculation puts the orbital gap at 8.1 eV.

XYZ file:
```
28
C10H11BeNO5 (ωB97M-V/def2-TZVPD)
O -0.174 -3.279 -2.502
C -0.085 -2.289 -3.062
Be -0.143 0.379 -2.541
O -2.899 -0.063 -4.324
C -1.864 0.006 -3.861
C 1.305 0.175 -3.492
O 2.296 0.229 -4.076
C -0.162 2.072 -2.554
O -0.068 3.224 -2.647
O -0.850 -0.341 -1.332
C -0.361 -0.439 -0.109
C 1.055 -0.145 0.229
C 1.181 1.048 1.187
C 0.924 0.665 2.641
C -0.527 0.241 2.943
C -0.954 -1.038 2.245
N -1.232 -0.840 0.802
H 1.486 -1.063 0.679
H 1.632 0.026 -0.676
H 2.213 1.446 1.116
H 0.493 1.862 0.868
H 1.597 -0.152 2.945
H 1.157 1.532 3.274
H -0.614 0.077 4.018
H -1.215 1.043 2.697
H -0.155 -1.819 2.361
H -1.890 -1.423 2.708
H -2.146 -1.135 0.464
```

Formally, the Löwdin partial charges of the atoms, in units of the elementary charge, are as follows: O 0.15; C 0.06; Be -0.05; O 0.24; C 0.14; C 0.11; O 0.31; C 0.17; O 0.31; O -0.09; C -0.30; C -0.08; C -0.17; C -0.18; C -0.17; C -0.12; N 0.16; H 0.16; H 0.10; H 0.14; H 0.13; H 0.13; H 0.13; H 0.13; H 0.12; H 0.15; H 0.15; H 0.18



Formula: C10H11BrO
Source: the OMol25 dataset
Level of theory: ωB97M-V/def2-TZVPD

As for the net charge: 0. As for the LUMO energy (spin up / spin down): -0.427 / -0.397 eV. For the HOMO energy (spin up / spin down), the calculation gives -7.999 / -7.497 eV. The calculation puts the orbital gap (spin up / spin down) at 7.6 / 7.1 eV.

XYZ file:
```
23
C10H11BrO (ωB97M-V/def2-TZVPD)
C 3.194 1.880 0.551
C 2.542 2.152 -0.686
C 2.803 0.725 1.302
C 1.581 1.313 -1.091
C 1.816 -0.105 0.829
C 1.191 0.161 -0.425
C -3.058 -0.910 0.336
C -1.871 -0.037 0.559
C -3.046 -2.185 -0.417
C 0.176 -0.735 -0.830
O -2.261 -0.828 1.516
Br -1.943 1.890 0.699
H 3.800 2.670 0.960
H 2.728 3.014 -1.206
H 3.467 0.504 2.060
H 1.137 1.612 -2.168
H 1.434 -0.905 1.303
H -4.120 -0.474 0.632
H -3.402 -2.000 -1.411
H -3.813 -2.852 0.185
H -2.009 -2.621 -0.452
H -0.518 -0.495 -1.614
H 0.172 -1.771 -0.633
```

Formally, the Löwdin partial charges of the atoms, in units of the elementary charge, are as follows: C -0.04; C -0.10; C -0.06; C -0.09; C -0.02; C -0.32; C -0.37; C -0.70; C -0.06; C 0.07; O -0.04; Br 0.67; H 0.09; H 0.07; H 0.07; H 0.16; H 0.08; H 0.17; H 0.07; H 0.13; H 0.09; H 0.07; H 0.05



Formula: C10H11BrO
Source: the OMol25 dataset
Level of theory: ωB97M-V/def2-TZVPD

Its multiplicity is 3. As for the net charge: 0. As for the LUMO energy (spin up / spin down): 0.770 / -2.834 eV. Its expectation value of S² is 2.03. For the HOMO energy (spin up / spin down), the calculation gives -5.998 / -8.843 eV. The calculation puts the orbital gap (spin up / spin down) at 6.8 / 6.0 eV.

XYZ file:
```
23
C10H11BrO (ωB97M-V/def2-TZVPD)
C 1.565 -1.632 1.272
C 1.360 -2.634 0.288
C 0.865 -0.505 1.250
C 0.370 -2.560 -0.620
C -0.237 -0.324 0.263
C -0.538 -1.432 -0.677
C -1.344 0.584 0.841
C -0.414 1.126 -0.186
C -1.017 1.516 -1.490
C 0.680 2.144 0.234
O -1.464 -1.307 -1.465
Br -3.132 0.177 0.327
H 2.256 -1.659 1.983
H 1.967 -3.424 0.164
H 1.174 0.127 2.067
H 0.126 -3.211 -1.339
H -1.145 0.893 1.823
H -1.457 2.501 -1.459
H -1.789 0.980 -1.884
H -0.337 1.434 -2.203
H 0.346 3.129 -0.213
H 1.541 1.718 -0.185
H 0.624 2.356 1.209
```

Formally, the Löwdin partial charges of the atoms, in units of the elementary charge, are as follows: C -0.08; C -0.08; C -0.03; C 0.00; C -0.26; C -0.33; C -0.53; C -0.44; C -0.07; C 0.01; O 0.16; Br 0.85; H 0.06; H 0.07; H 0.12; H 0.08; H 0.09; H 0.10; H 0.02; H 0.05; H 0.11; H 0.08; H 0.03



Q: Which value of net charge does entry 2 give?
A: 0